# H41O21

A 21-piece molecular cluster, H41O21 overall in a non-equilibrium geometry (ωB97M-V/def2-TZVPD, the OMol25 dataset).

```
62
H41O21 ωB97M-V/def2-TZVPD
O -2.180 -0.062 -0.869
H -3.243 -2.121 0.479
O 2.039 -2.319 -0.297
O 2.418 -2.071 2.960
H -0.167 -2.948 -1.434
O 2.562 -0.444 -2.602
O -2.586 -2.161 1.160
H 2.680 4.566 -0.895
H -2.649 1.916 -1.061
O 2.193 5.059 -0.244
H 2.531 -2.369 3.846
O 4.688 0.489 0.502
H -2.200 0.966 -3.045
H -5.125 2.375 -0.539
H -0.823 3.256 -0.625
H 1.695 4.346 0.218
H -0.212 2.024 2.115
H -0.423 -1.922 -0.284
O 1.378 -4.956 -1.149
O -0.018 3.256 -0.165
H 3.157 -0.015 -1.972
H -1.475 -0.253 -0.061
H -2.456 -4.052 0.535
H -1.221 -1.779 -3.483
H -4.897 1.258 0.344
H 1.219 -4.993 -0.214
H -3.101 2.171 -3.366
H 0.451 2.536 -0.477
O -4.837 2.210 0.355
H 5.009 1.441 0.472
H -1.494 2.783 1.723
H 1.439 -1.686 -0.752
H 1.987 0.866 1.232
O -0.545 -1.960 -4.174
O -1.588 -0.360 3.117
O -2.851 -4.262 -0.317
H -2.179 -1.297 1.211
O 1.641 0.861 4.376
O -1.136 1.968 2.028
O 2.974 2.220 -1.269
H -1.683 -0.605 -1.566
H -2.056 0.491 3.016
H 0.031 -2.668 -3.803
H 2.036 -4.234 -1.133
H -0.891 -0.119 2.381
H 2.855 -2.480 -0.882
H 0.660 0.498 0.661
O -0.226 -0.624 0.975
H 1.464 -1.986 2.957
O 1.474 1.059 0.454
H 3.826 0.799 0.758
H 2.745 2.495 -0.338
H 1.795 0.493 5.251
H 1.688 -0.204 -2.380
O -2.497 2.830 -1.426
O -2.278 1.737 -3.605
H -2.487 3.445 -0.723
H 0.983 0.314 3.991
H 0.528 -1.052 1.375
H -2.078 -3.916 -0.827
H 2.291 1.499 -1.429
O -0.835 -2.309 -1.087
```

The calculation puts the largest force on an atom at 4.414 eV/Å. The spin multiplicity is 2. Its expectation value of S² is 0.759. Its HOMO energy (spin up / spin down) is -0.3975 / -0.3975 Eh. The gap between HOMO and LUMO (spin up / spin down) is 9.95 / 4.19 eV.


# H42O21

A 21-piece molecular cluster, H42O21 overall in a non-equilibrium geometry (ωB97M-V/def2-TZVPD, the OMol25 dataset).

```
63
H42O21 ωB97M-V/def2-TZVPD
H 2.618 -2.103 -2.803
H 2.788 0.687 -1.816
O -2.501 -1.898 3.913
H -3.503 0.778 1.328
H -2.258 3.023 -0.749
H 0.509 -2.957 1.647
H 4.564 -1.507 -0.134
H 0.322 -1.784 -4.470
O 3.623 0.890 -2.245
H 3.306 -2.568 -0.352
H -0.471 2.121 -3.117
O -4.304 -1.302 -0.522
H -0.403 1.348 0.128
H -2.336 -2.617 -2.645
O -1.694 -0.044 -1.643
O -1.582 -2.499 -3.228
H 1.374 1.818 4.483
H -0.710 3.529 -0.518
H -0.316 2.127 3.524
O -1.141 1.636 3.429
H -3.320 3.348 0.885
O 2.137 -0.667 0.273
O -1.400 1.908 -3.271
O 1.178 -1.356 -4.194
H 0.823 3.649 -0.123
O 4.186 -2.271 -0.563
H 0.236 -4.947 0.019
O 1.075 2.143 3.631
O 0.286 -2.204 2.209
H -4.886 0.060 1.136
O -4.246 0.364 1.783
O 1.074 4.435 -0.654
O 2.257 -2.611 -2.079
H -1.429 -3.171 -3.891
H 3.099 3.019 -2.492
H 1.947 -3.500 -2.231
H 1.209 1.476 2.931
H 1.531 -0.292 0.936
H -0.773 1.336 1.448
H -0.930 -0.618 -1.778
H 0.096 -5.091 1.549
O 3.503 -0.611 3.312
H -1.706 0.417 -2.533
H 2.695 -0.600 3.828
H 0.887 -0.979 -3.356
O 0.080 1.289 0.975
H -3.011 -1.164 3.548
O 0.735 -4.903 0.841
H 1.785 2.534 -3.221
H 4.219 0.139 -2.170
H -1.925 -2.137 3.176
H -1.713 2.432 -2.456
H -4.894 -1.872 -0.024
H 1.484 -1.031 -0.341
H 1.406 3.983 -1.466
H -3.014 2.784 2.420
H 0.981 -1.565 2.046
O -3.250 2.625 1.504
O -1.360 3.098 -1.094
H 3.933 -1.468 3.342
O 2.165 2.809 -2.377
H -1.502 1.563 4.318
H -3.536 -1.032 -0.005
```

The calculation puts the largest force on an atom at 3.133 eV/Å. Its HOMO energy is -0.3792 Eh. The gap between HOMO and LUMO is 10.06 eV.


# H42O21

A 21-piece molecular cluster, H42O21 overall in a non-equilibrium geometry (ωB97M-V/def2-TZVPD, the OMol25 dataset).

```
63
H42O21 ωB97M-V/def2-TZVPD
H -0.083 4.483 3.362
O -1.244 -0.444 0.825
H 0.938 -2.509 -0.157
O -1.177 -1.912 -2.236
H -1.636 -0.127 1.648
O -0.134 0.987 3.058
O 4.385 -0.100 2.939
H -1.042 0.527 -5.315
O 1.376 3.255 -2.037
O 0.271 -2.338 3.796
H -1.864 1.939 -1.291
H -0.384 3.263 4.077
O 0.322 3.620 3.539
O -0.520 -3.501 0.369
H 1.193 -2.598 3.717
H -2.248 3.611 1.982
H -3.128 -2.200 0.668
H 2.762 -1.696 -0.797
H -0.195 -4.377 0.116
H -1.842 -0.145 0.136
H -3.912 -1.096 2.804
H 1.352 -3.351 -2.744
H -2.404 -1.405 3.180
O -2.663 2.348 -1.635
H -0.346 -1.439 -2.155
O 2.011 0.984 -0.650
O -3.143 -1.637 2.613
H 2.283 2.111 2.731
H 2.023 3.688 -1.414
O 1.925 2.488 1.923
O 3.732 -1.629 -0.951
O 1.095 -3.432 -1.803
H -0.038 -2.645 4.650
H 0.096 0.055 3.051
H -1.624 -2.156 -1.408
H -1.438 -3.737 0.545
O -2.426 0.104 -3.529
H -2.399 2.949 -2.337
H 3.668 -1.655 -1.920
H 1.815 1.823 1.237
H -2.304 3.425 3.499
H 1.047 4.887 0.466
O -2.342 4.091 2.805
O 1.113 -1.548 -0.104
H 0.446 -1.169 0.492
O 0.830 4.020 0.087
H 1.712 0.092 -0.359
H 0.764 3.482 0.897
O -0.125 0.768 -5.551
H -2.245 -0.814 -3.273
H 0.644 -3.277 -4.866
H -3.821 -1.490 -0.639
H -3.242 0.249 -4.012
H 1.284 2.344 -1.622
H 0.927 -1.793 -4.571
H 2.951 0.948 -0.414
H 4.061 -0.977 3.217
H 0.255 -3.017 -1.554
H -0.241 1.584 -5.041
O 1.252 -2.688 -4.402
O -3.441 -2.272 -0.242
H 4.830 -0.530 2.184
H 0.290 1.582 2.415
```

The calculation puts the largest force on an atom at 2.023 eV/Å. The spin multiplicity is 2. Its expectation value of S² is 0.754. Its HOMO energy (spin up / spin down) is -0.4816 / -0.4816 Eh. Its total charge is +1. The gap between HOMO and LUMO (spin up / spin down) is 9.83 / 3.69 eV.


# H43O21

A 21-piece molecular cluster, H43O21 overall in a non-equilibrium geometry (ωB97M-V/def2-TZVPD, the OMol25 dataset).

```
64
H43O21 ωB97M-V/def2-TZVPD
H 5.532 0.384 -0.971
H 1.609 0.478 3.202
H 1.730 -2.308 -4.009
H 0.082 -2.705 -0.223
H 0.796 3.231 -2.159
H -0.344 -2.105 -1.410
O 0.213 -4.645 1.319
O -2.992 3.182 1.632
O -3.280 0.203 -1.659
H 1.730 0.428 4.781
O 2.041 -1.646 -3.353
O 1.449 2.385 0.894
H -3.305 0.154 -2.696
H 0.815 2.857 1.264
H -1.682 -1.549 -2.390
O -1.640 2.395 -3.615
H -0.341 -5.433 1.271
O -1.485 0.507 3.169
H 0.182 2.204 -4.930
H 0.779 0.846 -5.233
H -2.296 2.401 -4.339
H 3.100 2.527 2.718
O -1.193 -1.819 3.173
H -2.308 3.627 1.228
O 1.320 -0.177 4.060
H 1.062 -4.693 0.815
H -1.921 0.823 2.346
O -3.097 0.757 1.052
H 0.654 0.465 1.388
H -2.071 -3.470 -1.102
O 0.630 -0.202 1.882
H 1.929 2.781 0.119
O 1.988 -3.147 2.099
H -0.525 0.187 2.558
H 2.190 -2.368 2.758
O -0.227 -1.842 -0.489
H 2.477 2.468 4.315
H -3.176 0.082 0.229
H -3.820 1.397 1.028
H -2.534 -4.843 -0.324
O 3.017 1.946 3.415
H 1.564 0.557 -1.405
O -1.936 -4.036 -0.227
O 0.772 1.714 -5.364
O -2.131 -2.214 -2.723
O 2.202 0.847 -0.930
H 1.770 1.623 -0.517
H -3.123 3.548 2.597
H 4.853 -0.039 0.355
O 0.760 3.454 -3.034
O -0.835 1.487 0.090
H -0.852 0.508 0.259
H -0.498 -1.527 3.751
H -1.959 -0.487 3.264
H -1.505 1.479 -0.626
H 1.067 -3.235 2.385
H 1.695 3.703 -3.100
H -2.543 -2.137 -3.583
H -0.951 -2.521 2.558
H 2.899 -1.489 -3.692
H -3.763 1.152 -1.592
O 5.459 -0.271 -0.317
H 1.136 -1.118 1.532
H -1.169 3.238 -3.493
```

The calculation puts the largest force on an atom at 12.164 eV/Å. Its HOMO energy is -0.4797 Eh. Its total charge is +1. The gap between HOMO and LUMO is 10.19 eV.


# H4INP2

H4INP2 as an isolated structure in a non-equilibrium geometry (ωB97M-V/def2-TZVPD, the OMol25 dataset).

```
8
H4INP2 ωB97M-V/def2-TZVPD
P 0.439 -0.426 0.592
I -2.274 -2.265 1.087
H 0.801 -1.118 -0.487
H 1.081 2.314 0.674
P 0.679 1.468 -0.453
H -1.338 -0.622 -0.734
H 1.964 1.230 -0.953
N -1.351 -0.581 0.275
```

The calculation puts the largest force on an atom at 2.701 eV/Å. Its HOMO energy is -0.3350 Eh. The gap between HOMO and LUMO is 8.70 eV.


# H4IO2

A 3-piece molecular cluster, H4IO2 overall (ωB97M-V/def2-TZVPD, the OMol25 dataset).

```
7
H4IO2 ωB97M-V/def2-TZVPD
H 35.366 -37.467 -13.594
I 35.152 -37.132 -11.112
H 36.334 -33.996 -13.111
H 35.986 -35.424 -12.746
O 35.637 -37.548 -14.508
O 36.202 -34.864 -13.492
H 35.002 -38.151 -14.895
```

The calculation puts the largest force on an atom at 0.616 eV/Å. The spin multiplicity is 2. Its expectation value of S² is 0.753. Its HOMO energy (spin up / spin down) is -0.4054 / -0.3949 Eh. The gap between HOMO and LUMO (spin up / spin down) is 11.73 / 6.72 eV.


# H4N2

One molecule with the formula H4N2 in a non-equilibrium geometry (ωB97M-V/def2-TZVPD, the OMol25 dataset).

```
6
H4N2 ωB97M-V/def2-TZVPD
H 0.740 -1.151 0.020
N -0.581 0.373 0.342
H 0.016 0.298 1.218
N 0.342 -0.312 -0.475
H -0.206 -0.592 -1.177
H -0.311 1.385 0.072
```

The calculation puts the largest force on an atom at 4.615 eV/Å. Its HOMO energy is -0.3158 Eh. The gap between HOMO and LUMO is 9.89 eV.


# H4N2O2P

A 2-piece molecular cluster, H4N2O2P overall in a non-equilibrium geometry (ωB97M-V/def2-TZVPD, the OMol25 dataset).

```
9
H4N2O2P ωB97M-V/def2-TZVPD
O -0.465 -1.738 -0.267
P -0.463 -0.516 0.656
O 1.148 0.174 -1.848
N 0.263 -0.465 2.101
H -1.419 0.677 -0.726
H 0.980 0.971 -1.257
N -1.033 0.879 0.136
H 0.528 -0.397 -1.149
H 0.461 0.414 2.354
```

The calculation puts the largest force on an atom at 6.541 eV/Å. Its HOMO energy is -0.1682 Eh. Its total charge is -1. The gap between HOMO and LUMO is 8.92 eV.